143
Properties=species:S:1:pos:R:3:forces:R:3:lowdin_charge:R:1 method="wB97M-V/def2-TZVPD" energy_ev=-120275.20436 smiles="[H]/N=C(/N)NCCCCN1C(=O)c2c(NCCCC)cc(CCCS)c(C=C)c2C1=O.O=C1OCCO1.O=C1OCCO1.O=C1OCCO1.O=C1OCCO1.O=C1OCCO1.O=C1OCCO1.O=C1OCCO1.O=C1OCCO1" total_charge=0 homo_lumo_gap_ev=7.762 fmax_ev_per_a=2.4
C 4.96533 -3.36572 3.68426 -0.722 -0.173 -0.432 0.0433
C 3.71394 -3.24089 3.14204 0.802 0.479 -0.084 -0.0888
C 3.08657 -1.88046 3.14136 1.095 -1.262 -1.766 -0.1069
C 3.66108 -0.73451 2.56552 0.197 -0.294 0.133 -0.1332
C 5.00495 -0.73410 1.84982 -0.342 0.289 -0.513 -0.1280
C 5.22354 -1.84905 0.79732 0.804 -0.005 0.088 -0.2652
C 5.63284 -1.34958 -0.62905 -0.716 -1.951 0.641 -0.5095
S 4.16010 -1.53237 -1.70959 -0.386 0.985 -0.622 0.6910
C 2.96807 0.44217 2.70456 0.410 1.133 -0.341 0.0385
C 1.75981 0.56750 3.37113 -0.672 0.395 0.695 -0.2043
N 1.05055 1.78554 3.55227 0.317 0.053 -0.862 0.0134
C 1.04825 2.67306 2.38401 -0.287 0.644 0.222 -0.2115
C 0.53435 1.99521 1.10712 -0.419 0.010 0.606 -0.1754
C -0.84667 1.30675 1.32927 0.469 0.647 -0.482 -0.2149
C -1.98427 2.30971 0.99925 0.243 -0.621 -0.085 -0.0896
C 1.21062 -0.57525 3.89233 -0.554 -0.209 0.713 -0.0134
C 1.86961 -1.78753 3.77310 -0.689 -0.337 0.487 -0.0248
C 1.01666 -2.84680 4.44592 0.754 0.248 -0.382 -0.3241
O 1.19552 -4.04235 4.52481 -0.445 0.873 0.003 0.1227
N -0.09306 -2.14976 4.97729 -1.541 -0.375 -0.514 0.0445
C -1.40989 -2.79803 4.82428 -0.247 -0.896 -0.051 -0.1226
C -1.82511 -3.11596 3.36278 -0.736 0.848 0.034 -0.1527
C -3.32396 -2.76384 3.14370 0.417 -0.487 -0.747 -0.1825
C -3.71134 -2.91426 1.64971 -0.431 0.048 0.559 -0.1946
N -5.11130 -3.43974 1.59516 -0.325 1.095 -0.138 0.0001
C -5.77383 -2.98722 0.40550 0.004 -0.923 -0.364 -0.5102
N -5.79466 -3.74044 -0.61803 0.350 0.285 0.266 0.1593
N -6.43921 -1.70303 0.39036 0.264 -0.522 0.475 0.0979
C -0.09091 -0.77988 4.65660 1.396 0.674 -0.752 -0.3355
O -0.94225 0.04004 4.91588 0.134 -0.977 0.014 0.1060
H 5.76198 -2.79985 3.20426 -0.060 1.159 1.556 0.0418
H 5.14551 -4.01176 4.54165 0.566 -1.180 -1.175 0.0637
H 3.17887 -4.07436 2.68827 -0.841 -0.198 1.714 0.1204
H 5.08859 0.21862 1.31061 -0.098 -0.047 0.219 0.1083
H 5.81535 -0.70611 2.58827 -0.129 -0.175 -0.038 0.1194
H 6.02384 -2.52442 1.12893 -0.109 0.154 0.063 0.0945
H 4.34244 -2.48704 0.71083 0.031 0.178 0.008 0.0764
H 6.37107 -2.05897 -1.00994 0.104 0.365 -0.083 0.0678
H 6.04604 -0.34630 -0.65382 -0.332 0.029 -0.121 0.0335
H 4.23999 -2.75843 -2.26974 0.561 0.143 0.470 -0.1529
H 3.40555 1.35000 2.29206 -0.060 -0.118 -0.048 0.1285
H 1.31428 2.26297 4.40251 -0.085 -0.032 0.010 0.1313
H 2.02077 3.16946 2.22733 -0.076 -0.207 -0.221 0.1092
H 0.34615 3.48135 2.61656 0.146 -0.085 0.064 0.0951
H 1.28632 1.29911 0.72594 -0.169 0.060 -0.144 0.0990
H 0.34511 2.80336 0.39158 0.492 -0.217 -0.182 0.1105
H -0.90649 0.95129 2.36060 -0.077 -0.121 -0.176 0.0806
H -0.89497 0.47870 0.61604 -0.162 -0.172 0.380 0.0936
H -1.64316 3.34037 1.11387 -0.180 -0.081 0.165 0.0420
H -2.25555 2.17687 -0.05359 -0.093 0.168 0.126 0.0729
H -2.87978 2.12371 1.60232 0.091 0.143 -0.067 0.0641
H -1.39814 -3.74892 5.36141 0.021 0.280 0.240 0.1233
H -2.19740 -2.15856 5.22390 0.466 0.112 0.387 0.1103
H -1.69628 -4.17533 3.12836 0.242 0.166 -0.041 0.1186
H -1.26859 -2.50865 2.63537 0.204 -0.215 0.176 0.1190
H -3.55983 -1.74765 3.47765 0.160 -0.089 0.036 0.1101
H -3.96466 -3.45728 3.70284 0.172 0.087 0.087 0.1158
H -3.68468 -1.95098 1.12190 0.353 -0.052 0.171 0.1165
H -3.03073 -3.60725 1.14491 -0.167 0.024 0.016 0.1110
H -5.59199 -3.00500 2.38116 -0.019 -0.042 0.005 0.0825
H -5.28619 -4.58204 -0.33737 -0.132 -0.107 -0.272 0.0658
H -7.43258 -1.92174 0.38338 -0.028 0.294 0.049 0.0815
H -6.23439 -1.24637 -0.49234 -0.073 -0.067 -0.029 0.0699
C -6.55888 -2.58641 -3.49289 0.094 -0.094 0.117 -0.1472
C -7.34696 -3.21421 -4.60890 -0.208 -0.472 -0.062 -0.1157
O -7.96527 -2.08314 -5.23392 0.278 0.188 0.165 0.0633
C -7.20861 -0.99259 -4.95295 -0.065 0.051 -0.043 -0.5712
O -7.35071 0.07392 -5.45498 0.021 0.043 -0.005 0.1601
O -6.26677 -1.28162 -4.01476 -0.175 -0.068 -0.193 0.0444
H -5.64613 -3.12793 -3.26510 0.053 0.160 0.072 0.1054
H -7.14304 -2.48393 -2.57974 0.036 -0.028 0.004 0.1073
H -6.71438 -3.71878 -5.34273 0.021 0.060 0.001 0.1347
H -8.09285 -3.91441 -4.24200 -0.103 0.091 -0.093 0.1176
C -3.63791 5.17581 4.22788 -0.263 -0.013 0.152 -0.1213
C -2.31074 4.72196 4.78943 -0.002 -0.159 0.341 -0.1135
O -1.49378 4.64478 3.62197 -0.204 0.171 -0.029 0.0373
C -2.02702 5.46748 2.68402 0.053 0.094 -0.115 -0.5768
O -1.49588 5.75643 1.66372 0.046 0.026 -0.015 0.1641
O -3.24916 5.91654 3.06956 0.156 -0.154 0.108 0.0650
H -4.19712 5.80291 4.91853 0.021 0.147 -0.147 0.1312
H -4.26819 4.34012 3.91612 0.057 -0.018 -0.025 0.1297
H -1.87618 5.45002 5.47764 -0.017 0.036 -0.046 0.1335
H -2.36803 3.75590 5.28625 0.150 -0.075 -0.167 0.1352
C 7.90556 1.63860 -4.37648 0.142 0.004 -0.308 -0.1286
C 7.15375 0.33875 -4.22154 -0.079 -0.219 -0.264 -0.1084
O 6.98428 0.24125 -2.80378 0.205 0.372 -0.111 0.0257
C 7.05632 1.49792 -2.29909 -0.030 0.030 0.034 -0.5615
O 6.79079 1.78445 -1.17416 0.008 -0.005 0.063 0.1503
O 7.46715 2.38166 -3.23446 -0.068 -0.189 0.096 0.0630
H 7.66264 2.16367 -5.29525 -0.038 0.181 0.142 0.1292
H 8.98724 1.51100 -4.31858 -0.017 0.018 0.033 0.1335
H 6.16847 0.36338 -4.69103 -0.012 0.025 0.062 0.1348
H 7.70673 -0.51587 -4.60428 -0.011 -0.074 0.204 0.1341
C -10.17097 -6.26626 0.19823 -0.266 -0.014 0.218 -0.1184
C -8.82867 -6.76750 0.67528 0.057 -0.059 0.348 -0.1160
O -8.10166 -6.91386 -0.54779 -0.190 0.112 -0.080 0.0592
C -8.66433 -6.09046 -1.46460 0.115 0.072 -0.005 -0.5705
O -8.19343 -5.84792 -2.52762 0.012 0.042 -0.142 0.1522
O -9.83155 -5.57473 -1.00631 0.182 -0.120 0.023 0.0613
H -10.64844 -5.59571 0.90864 0.029 0.145 -0.149 0.1337
H -10.86051 -7.07767 -0.04339 0.046 -0.010 -0.035 0.1326
H -8.31170 -6.04409 1.30893 -0.012 0.031 -0.049 0.1328
H -8.89472 -7.71604 1.20274 0.121 -0.074 -0.162 0.1326
C 10.10341 6.45622 -2.32898 0.176 0.235 0.220 -0.1124
C 8.59931 6.58306 -2.37079 -0.164 0.214 0.283 -0.1108
O 8.27234 5.94603 -3.60860 0.210 -0.085 -0.023 0.0692
C 9.27395 5.09080 -3.90902 -0.078 -0.021 0.052 -0.5615
O 9.22775 4.28734 -4.78651 0.075 -0.044 -0.184 0.1380
O 10.33224 5.26397 -3.08618 -0.197 0.016 -0.089 0.0713
H 10.49164 6.35408 -1.31862 0.061 -0.204 -0.067 0.1337
H 10.60892 7.28890 -2.82150 -0.034 -0.031 -0.053 0.1354
H 8.10925 6.04489 -1.55742 0.026 -0.059 -0.044 0.1365
H 8.26179 7.61652 -2.36528 -0.075 -0.046 -0.208 0.1344
C 9.58552 6.24511 -9.05391 -0.021 -0.208 -0.167 -0.1213
C 9.36484 6.20482 -7.56138 -0.130 -0.366 0.142 -0.1272
O 10.04752 7.37886 -7.11392 -0.012 0.025 -0.254 0.0578
C 10.11155 8.24459 -8.15856 0.017 0.121 0.019 -0.5677
O 10.46692 9.37299 -8.07506 0.016 0.035 0.002 0.1667
O 9.71212 7.64567 -9.31093 0.033 -0.031 0.229 0.0600
H 8.75633 5.82092 -9.61533 -0.021 0.197 -0.079 0.1319
H 10.50923 5.74632 -9.35476 0.016 0.036 0.036 0.1327
H 8.30972 6.28620 -7.29292 0.014 0.031 -0.008 0.1371
H 9.77837 5.31404 -7.09562 0.078 0.138 0.145 0.1194
C -1.79947 -3.72270 -3.03918 -0.131 -0.195 -0.207 -0.1193
C -2.09342 -2.24134 -3.02258 -0.196 0.143 -0.253 -0.1156
O -1.69441 -1.86316 -1.70453 0.087 -0.217 0.002 0.0493
C -0.78762 -2.77493 -1.26341 -0.079 0.111 0.028 -0.5705
O -0.15225 -2.65335 -0.27023 0.071 -0.066 0.140 0.1588
O -0.72020 -3.83639 -2.10778 -0.071 0.208 0.053 0.0608
H -1.50249 -4.08339 -4.02122 0.179 -0.051 0.096 0.1325
H -2.63980 -4.32106 -2.67986 0.003 0.044 0.039 0.1295
H -1.49251 -1.68686 -3.74611 0.030 -0.026 0.026 0.1352
H -3.14473 -2.01539 -3.18960 0.011 0.092 0.185 0.1241
C -8.00814 0.38406 4.94656 -0.010 0.294 0.150 -0.1195
C -6.65685 -0.03343 4.41672 0.353 0.276 -0.017 -0.1202
O -6.81236 -1.44511 4.24711 -0.196 0.081 0.052 0.0419
C -8.13695 -1.69797 4.10716 -0.127 -0.145 -0.133 -0.5740
O -8.58920 -2.74704 3.78074 0.038 -0.048 -0.055 0.1558
O -8.87733 -0.59603 4.37793 0.198 -0.113 -0.005 0.0657
H -8.29400 1.38481 4.63158 -0.158 -0.099 -0.101 0.1335
H -8.07089 0.32275 6.03490 0.020 -0.050 -0.016 0.1338
H -6.42713 0.41374 3.44742 -0.058 -0.051 -0.020 0.1336
H -5.84674 0.18623 5.10867 0.036 -0.223 -0.001 0.1333